Here is a molecular structure, C38H29Cl4IN9O2RuS3 from the OMol25 dataset. Energies are from the ωB97M-V functional and the def2-TZVPD basis.

Calculated values
Spin multiplicity: 2
Max |F| in eV/A: 0.56
LUMO energy (alpha / beta) in hartree: -0.0294 / -0.0594
E_HOMO (alpha / beta) in eV: -7.262 / -7.454
<S²>: 0.76
Charge: 0

Each line ends with the Löwdin charge.
Positions of all 87 atoms, in Å:
Ru -1.28 0.35 1.44  0.76
S 0.09 2.06 1.96  0.68
C -0.85 3.14 2.92  -0.66
C -0.30 4.35 3.39  -0.05
C -1.04 5.21 4.16  -0.19
C -0.44 6.43 4.63  -0.18
N 0.05 7.41 4.98  0.17
C -2.37 4.88 4.50  -0.19
C -2.92 3.71 4.05  -0.06
C -2.18 2.82 3.26  -0.68
S -2.89 1.35 2.68  0.66
C -3.16 5.77 5.31  -0.18
N -3.81 6.47 5.94  0.17
H 0.73 4.59 3.14  0.12
H -3.94 3.46 4.30  0.12
Cl 0.83 -5.01 -2.46  0.70
C -0.12 -3.91 -1.50  -0.63
C -1.44 -4.17 -1.27  -0.17
C -2.23 -3.30 -0.50  -0.67
I -4.22 -3.77 -0.14  0.93
C -1.72 -2.13 0.05  -0.50
O -2.39 -1.31 0.79  -0.26
C -0.32 -1.88 -0.21  -0.16
N 0.16 -0.72 0.32  -0.02
C 1.43 -0.41 0.16  -0.11
C 2.31 -1.24 -0.56  -0.04
C 1.85 -2.39 -1.12  -0.01
C 0.49 -2.75 -0.97  -0.19
H -1.89 -5.06 -1.68  0.10
H 1.77 0.52 0.61  0.07
H 3.35 -0.96 -0.65  0.11
H 2.51 -3.04 -1.68  0.10
C 2.12 -4.21 4.64  -0.07
C 0.76 -4.77 4.24  -0.41
C 0.65 -4.90 2.72  -0.07
C -0.39 -3.94 4.81  -0.10
N -0.44 -2.59 4.27  -0.09
C -1.05 -2.15 3.17  -0.10
N -0.75 -0.88 3.04  -0.12
N 0.03 -0.54 4.09  0.03
N 0.22 -1.56 4.82  0.08
H 2.92 -4.86 4.28  0.08
H 2.22 -4.13 5.72  0.08
H 2.29 -3.22 4.22  0.07
H 0.64 -5.76 4.68  0.14
H 0.79 -3.94 2.22  0.07
H -0.33 -5.29 2.42  0.08
H 1.41 -5.58 2.34  0.08
H -0.31 -3.84 5.89  0.13
H -1.35 -4.40 4.58  0.13
H -1.68 -2.73 2.53  0.14
Cl 2.72 -3.10 -5.18  0.68
C 1.72 -1.69 -5.00  -0.65
C 0.51 -1.80 -4.35  -0.09
C -0.26 -0.66 -4.18  -0.02
C 0.14 0.59 -4.65  -0.18
C -0.66 1.87 -4.45  -0.28
C -2.08 1.71 -3.88  -0.04
N -2.15 1.80 -2.43  -0.05
C -2.40 2.96 -1.73  -0.03
C -2.24 2.66 -0.42  -0.11
N -1.87 1.34 -0.30  -0.09
C -1.84 0.85 -1.52  -0.13
O 0.05 2.87 -3.73  -0.11
C 0.81 2.46 -2.58  -0.15
C 2.28 2.68 -2.79  -0.33
C 2.86 3.89 -3.01  -0.98
Cl 2.07 5.41 -3.05  0.68
S 4.55 3.78 -3.26  1.01
C 4.51 2.08 -3.06  -0.40
C 3.25 1.64 -2.82  -0.16
C 1.34 0.63 -5.38  -0.57
Cl 1.86 2.09 -6.15  0.79
C 2.13 -0.49 -5.54  -0.12
H 0.17 -2.75 -3.97  0.08
H -1.21 -0.77 -3.67  0.10
H -0.79 2.30 -5.44  0.14
H -2.55 0.78 -4.21  0.13
H -2.70 2.52 -4.25  0.13
H -2.65 3.88 -2.23  0.13
H -2.34 3.30 0.45  0.10
H -1.62 -0.17 -1.77  0.12
H 0.65 1.41 -2.35  0.11
H 0.46 3.04 -1.73  0.13
H 5.42 1.51 -3.14  0.07
H 2.99 0.60 -2.69  0.10
H 3.06 -0.42 -6.09  0.11